# 1
Here is a cluster of 14 separate species, C50H106O25S11 in total at a distorted geometry from the OMol25 dataset. Energies are from ωB97M-V/def2-TZVPD.

Output
E, eV: -223940.4108
Strongest force on any atom, eV Å⁻¹: 3.2
Orbital gap, eV: 10.37
HOMO energy, eV: -10.128

Last column: Löwdin charge in e.
Element x y z (Å)
C  -0.165  4.668  0.896  -0.057
C  -0.923  4.804  2.227  -0.276
O  -0.343  5.703  3.193  -0.062
H  -0.870  4.392  0.105  0.061
H  0.615  3.891  0.971  0.050
H  0.209  5.664  0.588  0.095
H  -0.988  3.873  2.743  0.068
H  -1.964  5.095  1.990  0.104
H  -0.224  6.524  2.782  0.048
C  -3.098  0.074  -5.110  -0.067
C  -2.270  0.261  -3.828  -0.327
O  -3.018  -0.165  -2.712  -0.116
H  -4.103  0.506  -5.068  0.067
H  -3.283  -1.006  -5.309  0.085
H  -2.531  0.549  -5.905  0.063
H  -1.877  1.312  -3.720  0.100
H  -1.342  -0.330  -3.903  0.103
H  -2.447  -0.807  -2.248  0.031
C  -4.335  3.545  -3.571  -0.070
C  -2.948  4.178  -3.603  -0.325
O  -2.173  3.856  -2.508  -0.096
H  -4.973  3.959  -2.790  0.072
H  -4.304  2.475  -3.423  0.054
H  -4.784  3.755  -4.517  0.069
H  -2.977  5.261  -3.722  0.114
H  -2.444  3.703  -4.482  0.113
H  -2.653  3.763  -1.671  0.039
C  6.220  -0.870  -1.985  -0.186
C  6.380  -0.961  -3.511  -0.219
C  5.345  -0.018  -4.056  -0.230
S  3.898  -0.458  -3.116  0.679
O  3.192  -1.497  -3.841  -0.311
O  3.192  0.772  -2.762  -0.334
C  4.737  -1.127  -1.739  -0.234
H  6.606  0.078  -1.590  0.120
H  6.659  -1.756  -1.499  0.126
H  6.236  -1.986  -3.892  0.129
H  7.400  -0.644  -3.738  0.119
H  5.079  -0.143  -5.132  0.125
H  5.605  1.015  -3.853  0.107
H  4.525  -2.216  -1.757  0.094
H  4.350  -0.522  -0.932  0.074
C  5.456  -0.829  2.568  -0.170
C  4.902  -2.255  2.489  -0.226
C  3.621  -2.177  1.750  -0.207
S  2.924  -0.493  2.129  0.690
O  1.748  -0.685  2.963  -0.322
O  2.762  0.271  0.922  -0.315
C  4.271  0.058  3.000  -0.243
H  5.874  -0.600  1.538  0.125
H  6.352  -0.859  3.229  0.128
H  4.609  -2.664  3.457  0.121
H  5.613  -2.968  2.100  0.117
H  2.824  -2.866  1.993  0.074
H  3.829  -2.223  0.715  0.059
H  4.031  -0.089  4.016  0.086
H  4.370  1.102  2.756  0.097
C  2.577  -5.405  -3.014  -0.206
C  2.650  -6.797  -2.400  -0.184
C  3.665  -6.668  -1.261  -0.224
S  3.480  -5.025  -0.611  0.689
O  4.822  -4.433  -0.614  -0.338
O  2.770  -5.031  0.646  -0.325
C  2.426  -4.388  -1.887  -0.220
H  1.775  -5.231  -3.685  0.106
H  3.376  -5.132  -3.704  0.121
H  2.866  -7.637  -3.056  0.117
H  1.686  -6.989  -1.888  0.101
H  4.695  -6.684  -1.559  0.090
H  3.574  -7.306  -0.334  0.129
H  2.698  -3.363  -2.215  0.087
H  1.432  -4.279  -1.510  0.081
C  0.758  1.373  -4.936  -0.223
C  0.788  2.611  -4.028  -0.225
C  0.975  3.771  -4.898  -0.232
S  2.066  3.232  -6.199  0.694
O  3.425  3.654  -5.986  -0.320
O  1.374  3.489  -7.462  -0.337
C  1.927  1.486  -5.860  -0.220
H  -0.182  1.253  -5.494  0.113
H  0.862  0.393  -4.417  0.103
H  1.643  2.437  -3.341  0.104
H  -0.049  2.735  -3.393  0.077
H  1.422  4.636  -4.411  0.109
H  0.099  4.178  -5.366  0.101
H  2.809  1.304  -5.247  0.076
H  1.879  0.903  -6.762  0.115
C  2.672  3.632  -0.591  -0.208
C  3.599  4.262  -1.616  -0.210
C  4.928  3.577  -1.482  -0.216
S  5.055  3.069  0.215  0.684
O  5.993  3.925  0.881  -0.314
O  5.172  1.607  0.223  -0.327
C  3.471  3.614  0.708  -0.219
H  2.518  2.595  -0.862  0.093
H  1.708  4.074  -0.582  0.072
H  3.659  5.331  -1.442  0.119
H  3.211  4.178  -2.655  0.115
H  5.790  4.184  -1.752  0.115
H  4.775  2.598  -2.003  0.093
H  3.568  4.630  1.105  0.126
H  3.144  2.970  1.494  0.055
C  -5.749  1.422  -0.450  -0.201
C  -6.526  1.963  0.756  -0.203
C  -5.802  3.186  1.251  -0.222
S  -4.081  2.850  0.927  0.701
O  -3.359  2.570  2.131  -0.310
O  -3.734  3.996  0.077  -0.340
C  -4.274  1.392  -0.081  -0.209
H  -5.791  2.028  -1.394  0.120
H  -6.173  0.483  -0.794  0.102
H  -6.596  1.177  1.537  0.127
H  -7.552  2.220  0.610  0.109
H  -6.064  3.550  2.240  0.114
H  -5.980  4.061  0.619  0.106
H  -4.047  0.571  0.583  0.073
H  -3.656  1.458  -0.961  0.079
C  -0.317  1.369  -0.823  -0.203
C  -0.407  1.047  0.662  -0.159
C  -0.666  -0.455  0.690  -0.222
S  0.081  -1.146  -0.725  0.717
O  -0.898  -1.702  -1.669  -0.325
O  1.156  -2.024  -0.332  -0.302
C  0.644  0.377  -1.409  -0.231
H  -0.016  2.401  -1.008  0.096
H  -1.258  1.283  -1.357  0.094
H  -1.235  1.490  1.232  0.106
H  0.539  1.239  1.139  0.089
H  -1.695  -0.863  0.667  0.099
H  -0.147  -0.877  1.517  0.064
H  0.761  0.312  -2.496  0.081
H  1.642  0.561  -1.010  0.069
C  -5.289  -3.914  -2.077  -0.179
C  -6.200  -4.404  -0.961  -0.217
C  -5.459  -4.229  0.403  -0.221
S  -4.705  -2.646  0.265  0.673
O  -3.509  -2.517  1.068  -0.326
O  -5.788  -1.680  0.472  -0.324
C  -4.350  -2.828  -1.496  -0.204
H  -5.777  -3.544  -2.979  0.117
H  -4.660  -4.796  -2.321  0.126
H  -6.446  -5.487  -1.134  0.127
H  -7.194  -3.971  -0.825  0.109
H  -4.712  -5.000  0.449  0.103
H  -6.083  -4.147  1.309  0.120
H  -3.291  -3.016  -1.523  0.083
H  -4.438  -1.799  -1.871  0.089
C  0.745  -5.010  3.222  -0.161
C  -0.435  -4.161  2.708  -0.221
C  -0.547  -4.383  1.268  -0.286
S  -0.484  -6.096  1.051  0.677
O  0.050  -6.515  -0.230  -0.319
O  -1.785  -6.608  1.481  -0.339
C  0.588  -6.370  2.453  -0.211
H  0.733  -5.196  4.322  0.126
H  1.679  -4.522  2.966  0.084
H  -0.224  -3.099  2.903  0.115
H  -1.356  -4.500  3.177  0.122
H  0.303  -4.004  0.697  0.081
H  -1.399  -4.002  0.714  0.100
H  1.552  -6.625  2.037  0.070
H  0.169  -7.216  3.047  0.119
C  -3.982  -0.273  3.502  -0.229
C  -2.517  -0.325  3.908  -0.208
C  -2.632  -0.865  5.324  -0.215
S  -4.061  -0.063  6.067  0.717
O  -3.595  0.996  6.943  -0.339
O  -5.101  -1.028  6.481  -0.338
C  -4.632  0.674  4.521  -0.202
H  -4.416  -1.279  3.515  0.122
H  -4.141  0.039  2.474  0.071
H  -2.033  0.645  3.790  0.086
H  -1.954  -0.977  3.247  0.102
H  -1.749  -0.713  5.953  0.102
H  -2.748  -1.928  5.309  0.101
H  -4.183  1.674  4.497  0.100
H  -5.700  0.673  4.555  0.096
C  -0.276  3.612  5.908  -0.179
C  -0.337  2.061  6.171  -0.185
C  0.076  1.478  4.842  -0.257
S  1.618  2.282  4.582  0.666
O  1.785  2.644  3.186  -0.326
O  2.615  1.486  5.231  -0.303
C  1.187  3.747  5.506  -0.219
H  -0.478  4.046  6.875  0.112
H  -0.957  4.063  5.228  0.094
H  -1.365  1.748  6.358  0.088
H  0.343  1.869  7.005  0.128
H  -0.478  2.014  4.025  0.102
H  0.149  0.417  4.639  0.095
H  1.343  4.606  4.833  0.101
H  1.786  3.795  6.423  0.115


# 2
Here is a cluster of 12 separate species, C41H86BCl22F2N2OP in total at a distorted geometry from the OMol25 dataset. Energies are from ωB97M-V/def2-TZVPD.

Output
E, eV: -339835.1840
Strongest force on any atom, eV Å⁻¹: 1.5
Structure (SMILES): CC[C@H](F)P(CN)(CC[C@H](C)CCC=C(C)C)(C[C@@H](C)F)B(O)N(C)C.ClCCCl.ClCCCl.ClCCCl.ClCCCl.ClCCCl.ClCCCl.ClCCCl.ClCCCl.ClCCCl.ClCCCl.ClCCCl
Orbital gap, eV: 7.22
HOMO energy, eV: -7.207

Last column: Löwdin charge in e.
Element x y z (Å)
C  1.589  -1.525  -2.939  -0.095
C  0.684  -0.466  -2.260  -0.237
C  -0.631  -0.174  -2.999  -0.400
F  -0.392  0.961  -3.822  -0.082
P  -2.200  0.206  -1.913  0.960
C  -3.681  0.680  -0.739  -0.374
N  -3.263  0.951  0.643  0.006
C  -3.312  0.327  -3.405  -0.229
C  -4.461  -0.701  -3.427  -0.196
C  -5.838  -0.181  -3.865  -0.332
C  -6.206  1.235  -3.353  -0.052
C  -6.972  -1.181  -3.566  -0.180
C  -7.074  -1.736  -2.150  -0.188
C  -7.509  -0.715  -1.141  -0.105
C  -6.882  -0.418  -0.006  -0.342
C  -7.093  0.923  0.652  -0.059
C  -5.966  -1.378  0.728  -0.094
C  -2.033  -1.417  -0.986  -0.195
C  -1.648  -2.661  -1.768  -0.396
C  -2.039  -3.914  -0.980  -0.028
F  -2.286  -2.741  -3.011  -0.030
B  -1.419  1.932  -1.350  -0.623
O  -0.273  1.992  -0.582  0.108
N  -2.091  3.177  -1.721  -0.124
C  -1.615  3.705  -3.008  -0.101
C  -1.928  4.204  -0.672  -0.077
H  1.101  -1.975  -3.804  0.067
H  2.494  -1.048  -3.317  0.067
H  1.921  -2.291  -2.239  0.061
H  1.246  0.468  -2.267  0.099
H  0.550  -0.721  -1.207  0.070
H  -0.800  -0.995  -3.702  0.098
H  -4.125  1.593  -1.136  0.065
H  -4.484  -0.062  -0.730  0.040
H  -2.451  0.451  0.974  0.038
H  -3.265  1.919  0.913  0.059
H  -3.630  1.367  -3.477  0.077
H  -2.696  0.145  -4.284  0.082
H  -4.177  -1.455  -4.164  0.110
H  -4.542  -1.267  -2.499  0.078
H  -5.808  -0.103  -4.955  0.128
H  -7.206  1.273  -2.925  0.061
H  -6.223  1.935  -4.192  0.075
H  -5.510  1.648  -2.626  0.048
H  -6.895  -2.008  -4.279  0.115
H  -7.918  -0.685  -3.793  0.068
H  -6.174  -2.235  -1.791  0.090
H  -7.845  -2.519  -2.186  0.115
H  -8.416  -0.158  -1.371  0.083
H  -8.134  1.247  0.592  0.076
H  -6.432  1.673  0.215  0.071
H  -6.856  0.874  1.718  0.071
H  -6.557  -2.137  1.239  0.084
H  -5.237  -1.842  0.061  0.047
H  -5.402  -0.832  1.481  0.019
H  -2.946  -1.630  -0.429  0.078
H  -1.261  -1.284  -0.222  0.083
H  -0.573  -2.735  -1.939  0.121
H  -1.920  -3.732  0.087  0.046
H  -3.101  -4.096  -1.160  0.086
H  -1.476  -4.788  -1.299  0.075
H  -0.296  1.264  0.052  0.035
H  -2.183  4.615  -3.222  0.048
H  -0.541  3.916  -3.035  0.093
H  -1.904  2.998  -3.786  0.077
H  -1.929  3.748  0.315  0.072
H  -1.028  4.807  -0.820  0.088
H  -2.798  4.865  -0.713  0.090
Cl  -10.792  -0.429  -3.168  0.572
C  -11.313  1.221  -3.591  -0.655
C  -11.311  1.447  -5.081  -0.663
Cl  -9.658  1.455  -5.749  0.543
H  -10.654  1.920  -3.083  0.069
H  -12.321  1.349  -3.199  0.072
H  -11.751  2.417  -5.305  0.072
H  -11.878  0.678  -5.599  0.067
Cl  -4.460  -4.872  1.656  0.569
C  -2.946  -4.567  2.542  -0.657
C  -3.139  -3.625  3.701  -0.648
Cl  -3.527  -1.970  3.165  0.583
H  -2.220  -4.176  1.834  0.032
H  -2.590  -5.529  2.909  0.076
H  -2.219  -3.567  4.281  0.072
H  -3.941  -3.957  4.356  0.069
Cl  -1.654  7.038  -4.492  0.556
C  -0.496  6.234  -5.581  -0.650
C  0.913  6.725  -5.373  -0.657
Cl  1.111  8.418  -5.896  0.546
H  -0.830  6.399  -6.603  0.071
H  -0.546  5.166  -5.369  0.063
H  1.603  6.125  -5.963  0.075
H  1.206  6.663  -4.328  0.068
Cl  3.873  -0.577  0.177  0.550
C  3.029  0.946  0.573  -0.648
C  2.348  0.877  1.913  -0.674
Cl  0.957  -0.251  1.896  0.573
H  2.321  1.157  -0.225  0.045
H  3.781  1.733  0.591  0.066
H  1.956  1.858  2.178  0.080
H  3.023  0.554  2.692  -0.002
Cl  4.936  1.979  3.544  0.601
C  6.083  0.617  3.697  -0.628
C  6.284  0.205  5.130  -0.648
Cl  7.151  1.447  6.064  0.538
H  7.019  0.918  3.234  0.073
H  5.667  -0.215  3.128  0.069
H  6.888  -0.698  5.166  0.025
H  5.338  0.011  5.629  0.072
Cl  8.974  -2.342  4.151  0.571
C  10.571  -2.079  4.903  -0.646
C  10.524  -1.113  6.059  -0.642
Cl  10.175  0.559  5.544  0.531
H  11.245  -1.732  4.124  0.073
H  10.913  -3.052  5.251  0.037
H  11.498  -1.099  6.546  0.075
H  9.773  -1.396  6.793  0.072
Cl  8.891  -6.195  6.112  0.557
C  8.807  -6.162  4.331  -0.657
C  10.064  -6.698  3.695  -0.645
Cl  11.458  -5.620  3.968  0.553
H  8.614  -5.137  4.028  0.017
H  7.958  -6.778  4.040  0.076
H  9.924  -6.774  2.619  0.075
H  10.323  -7.680  4.083  0.070
Cl  -3.164  10.851  -7.517  0.533
C  -1.621  11.192  -6.690  -0.675
C  -1.760  12.268  -5.645  -0.666
Cl  -2.078  13.870  -6.361  0.531
H  -0.890  11.465  -7.447  0.069
H  -1.302  10.263  -6.218  0.034
H  -0.832  12.349  -5.082  0.072
H  -2.568  12.045  -4.953  0.068
Cl  12.245  -9.110  8.281  0.536
C  11.319  -7.650  8.712  -0.676
C  10.674  -7.762  10.069  -0.666
Cl  9.364  -8.969  10.093  0.535
H  10.579  -7.485  7.934  0.009
H  12.020  -6.817  8.708  0.074
H  10.230  -6.806  10.342  0.071
H  11.398  -8.040  10.831  0.067
Cl  5.765  6.323  6.410  0.534
C  6.582  5.029  7.325  -0.674
C  5.732  4.503  8.452  -0.673
Cl  5.518  5.701  9.755  0.534
H  7.527  5.424  7.690  0.069
H  6.789  4.225  6.622  0.023
H  6.214  3.633  8.895  0.068
H  4.746  4.211  8.100  0.068
Cl  0.193  -7.467  -5.809  0.534
C  -0.774  -6.021  -5.415  -0.663
C  -1.562  -6.192  -4.143  -0.679
Cl  -2.870  -7.391  -4.314  0.544
H  -1.426  -5.814  -6.260  0.069
H  -0.076  -5.193  -5.302  0.069
H  -2.032  -5.246  -3.876  0.052
H  -0.925  -6.509  -3.322  0.064